1.
The following is a DFT calculation (ωB97M-V with the def2-TZVPD basis set) of 2 unconnected molecules or ions with the total composition C4H10N2O in a non-equilibrium geometry.

- HOMO-LUMO gap (eV) = 8.36
- SMILES = C/C=C(/N)O.C=N
- energy above the lowest of the compared OMol25 structures with the same formula, charge and spin (kcal/mol) = 103.19
- 2S+1 = 1
- charge = 0
- DFT total energy (hartree) = -343.03701

Bonds (Å) are listed after each position.
Atoms and positions in Å:
1 C 0.522 1.683 1.233  C2 1.488, H6 1.090, H7 1.090, H8 1.094
2 C 0.441 0.263 0.794  C1 1.488, C3 1.396, H9 1.081
3 C 0.560 -0.146 -0.535  C2 1.396, N4 1.414, O5 1.396
4 N 1.040 -1.420 -0.915  C3 1.414, H10 1.011, H11 1.018
5 O 0.947 0.854 -1.430  C3 1.396, H12 0.965
6 H -0.141 1.871 2.078  C1 1.090
7 H 0.237 2.361 0.429  C1 1.090
8 H 1.547 1.928 1.526  C1 1.094
9 H 0.421 -0.513 1.547  C2 1.081
10 H 2.026 -1.571 -0.754  N4 1.011
11 H 0.430 -2.155 -0.560  N4 1.018
12 H 1.161 0.412 -2.260  O5 0.965
13 C -1.516 -0.474 -0.455  N14 1.296, H15 1.092, H16 1.147
14 N -1.902 -1.679 -0.174  C13 1.296, H17 1.018
15 H -1.598 -0.061 -1.462  C13 1.092
16 H -1.636 0.365 0.318  C13 1.147
17 H -2.540 -1.718 0.618  N14 1.018

These are the natural (NBO) partial charges, in e, on atoms 1 to 4:
1 C -0.66
2 C -0.16
3 C 0.41
4 N -0.89

2.
The following is a DFT calculation (ωB97M-V with the def2-TZVPD basis set) of a single C4H10N2O molecule in a non-equilibrium geometry.

- HOMO-LUMO gap (eV) = 9.53
- SMILES = NCCNCC=O
- energy above the lowest of the compared OMol25 structures with the same formula, charge and spin (kcal/mol) = 64.09
- 2S+1 = 1
- charge = 0
- DFT total energy (hartree) = -343.09933

Bonds (Å) are listed after each position.
Atoms and positions in Å:
1 N -1.192 -0.329 2.142  C2 1.438, H8 1.000, H9 1.002
2 C -0.041 0.465 1.805  N1 1.438, C3 1.494, H10 1.092, H11 1.101
3 C -0.074 1.024 0.419  C2 1.494, N4 1.484, H12 1.107, H13 1.112
4 N -0.405 -0.026 -0.577  C3 1.484, C5 1.448, H14 1.010
5 C 0.399 0.016 -1.781  N4 1.448, C6 1.504, H15 1.091, H16 1.104
6 C 0.674 -1.264 -2.522  C5 1.504, O7 1.193, H17 1.121
7 O 1.628 -1.463 -3.211  C6 1.193
8 H -1.085 -1.269 2.466  N1 1.000
9 H -1.979 0.086 2.604  N1 1.002
10 H 0.125 1.322 2.460  C2 1.092
11 H 0.880 -0.125 1.939  C2 1.101
12 H -0.691 1.895 0.127  C3 1.107
13 H 0.947 1.390 0.174  C3 1.112
14 H -0.543 -0.866 -0.033  N4 1.010
15 H 1.390 0.363 -1.484  C5 1.091
16 H -0.002 0.783 -2.466  C5 1.104
17 H -0.033 -2.002 -2.064  C6 1.121

These are the natural (NBO) partial charges, in e, on atoms 1 to 4:
1 N -0.88
2 C -0.24
3 C -0.22
4 N -0.65

3.
The following is a DFT calculation (ωB97M-V with the def2-TZVPD basis set) of a single C4H10N2O molecule in a non-equilibrium geometry.

- HOMO-LUMO gap (eV) = 10.62
- SMILES = C=N[C@H](N)COC
- energy above the lowest of the compared OMol25 structures with the same formula, charge and spin (kcal/mol) = 61.95
- 2S+1 = 1
- charge = 0
- DFT total energy (hartree) = -343.10273

Bonds (Å) are listed after each position.
Atoms and positions in Å:
1 C 2.611 -0.351 -0.449  N2 1.284, H8 1.102, H9 1.103
2 N 1.892 -0.004 0.557  C1 1.284, C3 1.460
3 C 0.508 0.341 0.240  N2 1.460, N4 1.453, C5 1.558, H10 1.097
4 N 0.037 1.143 1.356  C3 1.453, H11 1.018, H12 1.019
5 C -0.331 -0.953 0.021  C3 1.558, O6 1.431, H13 1.097, H14 1.097
6 O -1.750 -0.835 0.164  C5 1.431, C7 1.419
7 C -2.331 0.205 -0.607  O6 1.419, H15 1.094, H16 1.094, H17 1.093
8 H 3.666 -0.626 -0.293  C1 1.102
9 H 2.237 -0.403 -1.485  C1 1.103
10 H 0.455 0.969 -0.657  C3 1.097
11 H 0.846 1.672 1.677  N4 1.018
12 H -0.182 0.505 2.118  N4 1.019
13 H -0.017 -1.718 0.740  C5 1.097
14 H -0.120 -1.363 -0.974  C5 1.097
15 H -1.840 0.317 -1.578  C7 1.094
16 H -3.382 -0.045 -0.776  C7 1.094
17 H -2.298 1.147 -0.053  C7 1.093

These are the natural (NBO) partial charges, in e, on atoms 1 to 4:
1 C -0.06
2 N -0.41
3 C 0.03
4 N -0.82

4.
The following is a DFT calculation (ωB97M-V with the def2-TZVPD basis set) of a single C4H10N2O molecule in a non-equilibrium geometry.

- HOMO-LUMO gap (eV) = 10.14
- SMILES = CCNC(=O)CN
- energy above the lowest of the compared OMol25 structures with the same formula, charge and spin (kcal/mol) = 23.13
- 2S+1 = 1
- charge = 0
- DFT total energy (hartree) = -343.16460

Bonds (Å) are listed after each position.
Atoms and positions in Å:
1 C -2.135 -0.995 -0.906  C2 1.560, H8 1.083, H9 1.090, H10 1.092
2 C -0.794 -0.399 -1.436  C1 1.560, N3 1.452, H11 1.087, H12 1.086
3 N -0.019 0.236 -0.385  C2 1.452, C4 1.356, H13 1.007
4 C 1.109 -0.307 0.136  N3 1.356, O5 1.215, C6 1.530
5 O 1.639 -1.291 -0.340  C4 1.215
6 C 1.607 0.300 1.450  C4 1.530, N7 1.480, H14 1.085, H15 1.091
7 N 1.623 1.776 1.555  C6 1.480, H16 1.016, H17 1.015
8 H -1.975 -1.412 0.081  C1 1.083
9 H -2.970 -0.295 -0.865  C1 1.090
10 H -2.380 -1.827 -1.569  C1 1.092
11 H -0.961 0.331 -2.224  C2 1.087
12 H -0.286 -1.286 -1.802  C2 1.086
13 H -0.358 1.122 -0.046  N3 1.007
14 H 0.952 -0.069 2.232  C6 1.085
15 H 2.610 -0.123 1.523  C6 1.091
16 H 1.589 2.168 0.618  N7 1.016
17 H 0.750 2.072 1.979  N7 1.015

These are the natural (NBO) partial charges, in e, on atoms 1 to 4:
1 C -0.62
2 C -0.23
3 N -0.63
4 C 0.65

5.
The following is a DFT calculation (ωB97M-V with the def2-TZVPD basis set) of a single C4H10N2O molecule in a non-equilibrium geometry.

- HOMO-LUMO gap (eV) = 10.40
- SMILES = CC(C)NC(N)=O
- energy above the lowest of the compared OMol25 structures with the same formula, charge and spin (kcal/mol) = 20.46
- 2S+1 = 1
- charge = 0
- DFT total energy (hartree) = -343.16885

Bonds (Å) are listed after each position.
Atoms and positions in Å:
1 C 1.308 1.545 -0.293  C2 1.538, H8 1.084, H9 1.093, H10 1.105
2 C 0.516 0.963 0.889  C1 1.538, C3 1.521, N4 1.474, H11 1.089
3 C -0.845 1.593 1.146  C2 1.521, H12 1.095, H13 1.092, H14 1.088
4 N 0.324 -0.469 0.598  C2 1.474, C5 1.362, H15 1.004
5 C -0.295 -1.011 -0.487  N4 1.362, N6 1.418, O7 1.212
6 N 0.107 -2.353 -0.705  C5 1.418, H16 1.017, H17 1.016
7 O -1.161 -0.453 -1.123  C5 1.212
8 H 1.381 2.626 -0.324  C1 1.084
9 H 1.071 1.052 -1.239  C1 1.093
10 H 2.323 1.110 -0.249  C1 1.105
11 H 1.125 1.027 1.790  C2 1.089
12 H -1.300 0.952 1.909  C3 1.095
13 H -0.924 2.623 1.498  C3 1.092
14 H -1.477 1.558 0.261  C3 1.088
15 H 0.759 -1.163 1.178  N4 1.004
16 H -0.735 -2.921 -0.733  N6 1.017
17 H 0.589 -2.544 -1.579  N6 1.016

These are the natural (NBO) partial charges, in e, on atoms 1 to 4:
1 C -0.63
2 C -0.04
3 C -0.63
4 N -0.63

6.
The following is a DFT calculation (ωB97M-V with the def2-TZVPD basis set) of a single C4H10N2O molecule in a non-equilibrium geometry.

- HOMO-LUMO gap (eV) = 10.16
- SMILES = CCNC(=O)CN
- energy above the lowest of the compared OMol25 structures with the same formula, charge and spin (kcal/mol) = 28.37
- 2S+1 = 1
- charge = 0
- DFT total energy (hartree) = -343.15625

Bonds (Å) are listed after each position.
Atoms and positions in Å:
1 C 0.913 -2.181 0.710  C2 1.534, H8 1.092, H9 1.090, H10 1.076
2 C 0.761 -1.626 -0.712  C1 1.534, N3 1.450, H11 1.088, H12 1.090
3 N 0.974 -0.193 -0.775  C2 1.450, C4 1.399, H13 1.007
4 C 0.182 0.683 -0.026  N3 1.399, O5 1.207, C6 1.518
5 O 0.630 1.435 0.806  C4 1.207
6 C -1.296 0.634 -0.363  C4 1.518, N7 1.456, H14 1.104, H15 1.088
7 N -2.098 1.699 0.222  C6 1.456, H16 1.020, H17 1.015
8 H 1.917 -2.058 1.120  C1 1.092
9 H 0.653 -3.240 0.734  C1 1.090
10 H 0.289 -1.604 1.369  C1 1.076
11 H 1.510 -2.139 -1.311  C2 1.088
12 H -0.226 -1.855 -1.115  C2 1.090
13 H 1.897 0.156 -0.976  N3 1.007
14 H -1.628 -0.320 0.082  C6 1.104
15 H -1.486 0.512 -1.428  C6 1.088
16 H -1.540 2.106 0.973  N7 1.020
17 H -2.178 2.474 -0.429  N7 1.015

These are the natural (NBO) partial charges, in e, on atoms 1 to 4:
1 C -0.62
2 C -0.21
3 N -0.68
4 C 0.68

7.
The following is a DFT calculation (ωB97M-V with the def2-TZVPD basis set) of 2 unconnected molecules or ions with the total composition C4H10N2O in a non-equilibrium geometry.

- HOMO-LUMO gap (eV) = 10.13
- SMILES = CN(N)C=O.C=C
- energy above the lowest of the compared OMol25 structures with the same formula, charge and spin (kcal/mol) = 75.62
- 2S+1 = 1
- charge = 0
- DFT total energy (hartree) = -343.08095

Bonds (Å) are listed after each position.
Atoms and positions in Å:
1 C 1.922 0.986 -0.202  N2 1.453, H6 1.092, H7 1.093, H8 1.093
2 N 1.014 0.001 0.362  C1 1.453, N3 1.417, C4 1.431
3 N 1.066 -0.181 1.766  N2 1.417, H9 1.023, H10 1.027
4 C 0.584 -1.115 -0.424  N2 1.431, O5 1.222, H11 1.101
5 O 0.193 -2.170 0.055  C4 1.222
6 H 2.117 1.781 0.522  C1 1.092
7 H 1.461 1.400 -1.103  C1 1.093
8 H 2.865 0.510 -0.483  C1 1.093
9 H 1.755 -0.911 1.963  N3 1.023
10 H 0.178 -0.629 2.020  N3 1.027
11 H 0.703 -0.934 -1.503  C4 1.101
12 C -1.841 0.657 -0.632  C13 1.335, H14 1.087, H15 1.162
13 C -2.817 -0.211 -0.354  C12 1.335, H16 1.087, H17 1.086
14 H -1.870 1.240 -1.549  C12 1.087
15 H -0.916 0.797 0.057  C12 1.162
16 H -2.787 -0.810 0.552  C13 1.087
17 H -3.627 -0.410 -1.050  C13 1.086

These are the natural (NBO) partial charges, in e, on atoms 1 to 4:
1 C -0.42
2 N -0.33
3 N -0.64
4 C 0.53

no.,M (g/mol),LUMO level (eV),HOMO level (eV)
1,102.14,0.489,-7.87
2,102.14,0.931,-8.60
3,102.14,0.971,-9.65
4,102.14,0.717,-9.42
5,102.14,0.936,-9.47
6,102.14,0.953,-9.21
7,102.14,0.819,-9.31